Molecular formula: C15H14ClN3O2
Method: DFT, wB97M-V/def2-TZVPD

```
! RIJCOSX wB97M-V def2-TZVPD def2/J DEFGRID3
* xyz 0 1
Cl -2.12965 3.78262 2.29019
O 1.25178 -4.86680 3.22135
O -0.39197 -1.95907 -1.58527
N 1.59884 -2.00587 1.23458
N 1.16687 -0.70411 1.19292
N -2.32112 5.63980 -0.97264
C -0.83926 1.03705 2.64375
C -1.56530 2.72578 0.98542
C -2.04851 4.52073 -0.75216
C 1.28160 -4.03917 2.33691
C 0.13298 -0.65437 0.36215
C 1.83651 -2.64347 2.52309
C 0.56687 -4.17953 0.98970
C 0.93487 -2.84637 0.25001
C -0.23735 -2.00161 -0.18163
C -0.85374 -3.20742 -2.18102
C -0.54931 0.65129 0.16310
C -1.67041 3.22042 -0.35126
C -1.24986 2.40764 -1.40569
C -0.70667 1.16970 -1.15208
C -1.00909 1.43688 1.22088
H 0.92935 -5.03935 0.45549
H 1.57589 -3.05260 -0.63745
H -1.66800 1.34481 3.27781
H -1.18690 -2.31956 0.25730
H 2.88999 -2.71762 2.82061
H -0.32944 0.60413 -2.00015
H -0.52101 -4.29863 1.09009
H 0.06212 1.48241 3.04904
H -0.00731 -3.82886 -2.39370
H 1.26921 -2.13988 3.32262
H -1.32436 2.77482 -2.42138
H -1.39534 -3.00756 -3.10800
H -0.80806 -0.05293 2.74579
H -1.56319 -3.72539 -1.52848
*
```

Output
- Structure (SMILES): CO[C@@H]1C(c2ccc(C#N)c(Cl)c2C)=NN2CC(=O)C[C@@H]12
- Frontier orbital gap: 8.305 eV
- E_tot: -1354.85813 hartree
- Energy above the lowest of the compared OMol25 structures with the same formula, charge and spin: 85.0 kcal/mol

Want to see where the charge sits? The Mulliken charges in e are: -0.20, -0.56, -0.37, 0.13, -0.60, -0.50, -1.93, 0.07, -0.10, 0.35, -0.57, -0.43, -0.74, -0.17, 0.49, -0.78, 0.48, 0.73, -1.06, -0.54, 1.12, 0.36, 0.45, 0.58, 0.54, 0.30, 0.44, 0.36, 0.34, 0.30, 0.21, 0.42, 0.27, 0.30, 0.34